Entry from OMol25: a structure of composition C46H45FNP2RuS (ωB97M-V/def2-TZVPD).

Each line ends with the Löwdin charge.
Atoms and positions in Å:
Ru 0.92999 -0.33096 1.39880  0.841
C 2.99636 -1.78103 1.01059  -0.291
C 2.49974 -1.81747 2.34312  -0.320
C 2.75824 -0.53772 2.93219  -0.327
C 3.38087 0.27840 1.95671  -0.281
C 3.53575 -0.49142 0.77466  -0.269
C 4.25401 -0.04622 -0.46012  -0.031
C 3.88267 1.66983 2.17925  -0.036
C 2.49830 -0.17231 4.36010  -0.055
C 2.12376 -3.05920 3.09201  -0.035
C 3.06934 -2.96449 0.09641  -0.039
H 5.32123 -0.28054 -0.39535  0.090
H 4.17169 1.03215 -0.60917  0.069
H 3.87291 -0.53710 -1.35506  0.050
H 3.76190 2.30262 1.29725  0.064
H 4.94762 1.66974 2.43140  0.088
H 3.35066 2.14643 3.00176  0.054
H 3.38720 -0.34527 4.97423  0.088
H 1.68733 -0.77006 4.77831  0.073
H 2.21175 0.87439 4.45762  0.048
H 3.00822 -3.50361 3.56015  0.090
H 1.69027 -3.80736 2.43016  0.065
H 1.39894 -2.86192 3.88118  0.068
H 3.83872 -3.66707 0.43181  0.089
H 3.31569 -2.67118 -0.92370  0.060
H 2.12389 -3.51225 0.06848  0.068
N -1.09685 -0.57754 -1.41113  -0.299
P 0.50352 -0.08545 -1.04640  0.951
C 1.33093 -0.94875 -2.43270  -0.340
C 1.15429 -2.32761 -2.55281  -0.125
C 1.77181 -3.03587 -3.56977  -0.078
C 2.59098 -2.37487 -4.47621  -0.080
C 2.78473 -1.00712 -4.35779  -0.074
C 2.15722 -0.29540 -3.34364  -0.094
C 0.60554 1.64073 -1.60222  -0.371
C -0.07334 2.11678 -2.72238  -0.110
C 0.09632 3.42679 -3.13795  -0.074
C 0.96288 4.26623 -2.44661  -0.077
C 1.64249 3.79991 -1.33329  -0.076
C 1.45174 2.49364 -0.90359  -0.111
P -2.32860 -0.94163 -0.31529  0.911
C -3.21813 0.55219 0.12979  -0.302
C -3.23657 1.58101 -0.81194  -0.096
C -4.01576 2.70928 -0.60661  -0.080
C -4.77364 2.82474 0.54851  -0.069
C -4.77219 1.79813 1.48407  -0.062
C -4.01453 0.65782 1.27024  -0.080
C -3.42738 -1.84537 -1.44185  -0.272
C -2.92550 -2.81880 -2.30948  -0.095
C -3.78924 -3.62131 -3.04190  -0.079
C -5.16029 -3.46039 -2.92150  -0.084
C -5.66877 -2.49277 -2.06174  -0.077
C -4.81190 -1.69838 -1.32108  -0.070
H -1.36469 -0.59897 -2.38843  0.071
H 0.54341 -2.85210 -1.82729  0.080
H 1.62491 -4.10556 -3.64784  0.107
H 3.07963 -2.92643 -5.26882  0.104
H 3.42470 -0.48651 -5.05848  0.106
H 2.31625 0.77229 -3.26361  0.106
H -0.72883 1.46142 -3.28627  0.101
H -0.43897 3.79318 -4.00477  0.104
H 1.09565 5.29024 -2.77185  0.108
H 2.29647 4.45820 -0.77751  0.110
H 1.93950 2.13098 -0.00554  0.069
H -2.62307 1.51127 -1.70084  0.086
H -4.01505 3.50368 -1.34179  0.109
H -5.36940 3.71177 0.72002  0.107
H -5.37155 1.88019 2.38104  0.109
H -4.05795 -0.15168 1.98362  0.105
H -1.85630 -2.94222 -2.43232  0.082
H -3.38631 -4.37094 -3.71082  0.105
H -5.83281 -4.08447 -3.49515  0.103
H -6.73853 -2.35822 -1.96839  0.105
H -5.21923 -0.95341 -0.64879  0.102
S -0.11309 1.54905 2.54021  0.577
C 0.11464 3.17806 1.88905  -0.675
C 1.10205 4.02857 2.38585  -0.128
C 1.21484 5.33148 1.91994  -0.096
C 0.34735 5.81035 0.94806  -0.114
C -0.64001 4.97001 0.44964  -0.103
C -0.75629 3.67126 0.91776  -0.135
H 1.77036 3.66909 3.15684  0.085
H 1.98403 5.97769 2.32627  0.101
H 0.43536 6.82798 0.58897  0.098
H -1.32968 5.32844 -0.30608  0.104
H -1.53203 3.02097 0.54110  0.074
F -1.16831 -4.74232 3.94955  0.032
C -1.34235 -3.80790 2.98094  -0.306
C -1.65812 -2.49893 3.35515  -0.036
C -1.82507 -1.53652 2.39551  -0.168
C -1.68182 -1.85392 0.99541  -0.382
C -1.24799 -3.19737 0.67532  -0.118
C -1.10859 -4.14939 1.65974  -0.043
H -1.74453 -2.25003 4.40511  0.120
H -2.01903 -0.52062 2.70037  0.040
H -1.07403 -3.48211 -0.35422  0.071
H -0.80229 -5.15894 1.41584  0.120

Properties
**Gap between HOMO and LUMO (spin up / spin down)**: 5.012 / 7.122 eV
**HOMO (spin up / spin down)**: -4.60 / -7.41 eV
**2S+1**: 6
**Relative energy (zero: lowest compared OMol25 entry of this formula, charge and spin)**: 0.6289 eV